Entry 1:
{"formula": "C3H4N2", "method": "ωB97M-V/def2-TZVPD", "homo_lumo_gap_ev": 11.03, "de_lowest_kj_mol": 179.4, "multiplicity": 1, "symbols": ["C", "C", "C", "H", "H", "H", "H", "N", "N"], "positions_angstrom": [[-0.279160, -0.191426, 1.104270], [0.140932, 0.573003, -0.094421], [0.864548, -0.196602, -1.209050], [0.299126, 1.679206, 0.032841], [1.061281, -1.279632, -0.993835], [1.633798, 0.365357, -1.726755], [-0.642069, 1.129246, -1.915432], [-0.408432, -0.698277, 2.140600], [-0.550148, 0.269130, -1.312258]], "forces_ev_per_angstrom": [[0.6, 0.4, 0.9], [0.1, 0.6, 0.1], [-0.8, 0.5, 1.3], [0.3, -1.5, 0.4], [-0.5, 1.2, -0.6], [-0.1, -0.2, 0.0], [0.3, -1.4, 0.9], [-0.1, 0.5, -1.5], [0.1, -0.1, -1.6]], "lowdin_charge": [-0.171, -0.336, -0.102, 0.152, 0.121, 0.094, 0.121, 0.137, -0.016]}

***

Entry 2:
{"formula": "C3H4N2O", "method": "ωB97M-V/def2-TZVPD", "homo_lumo_gap_ev": 10.77, "de_lowest_kj_mol": 310.0, "multiplicity": 1, "symbols": ["C", "C", "C", "H", "H", "H", "H", "N", "N", "O"], "positions_angstrom": [[-1.684988, 0.016597, 0.096262], [-0.183523, 0.221735, 0.099543], [1.866933, -0.443351, 0.086118], [-1.878834, 1.127592, -0.507546], [-2.301557, -0.242515, 1.024490], [-1.874486, -0.843649, -0.816489], [2.929310, -0.968518, -0.172006], [0.526490, 1.240562, 0.037357], [1.866966, 0.885274, 0.086382], [0.733692, -0.993728, 0.065886]], "forces_ev_per_angstrom": [[0.0, 0.7, -4.6], [-0.5, -3.5, 0.5], [5.5, 2.4, -1.4], [-0.5, -3.2, 2.2], [1.3, 0.7, -1.3], [0.3, 2.4, 2.8], [-3.1, 0.9, 1.2], [0.7, 1.1, 0.7], [0.2, -1.4, -0.3], [-3.9, 0.0, 0.4]], "lowdin_charge": [-0.038, -0.363, -0.300, 0.153, 0.085, 0.140, 0.184, 0.057, 0.029, 0.053]}

***

Entry 3:
{"formula": "C3H4N2O", "method": "ωB97M-V/def2-TZVPD", "homo_lumo_gap_ev": 9.31, "de_lowest_kj_mol": 552.4, "multiplicity": 1, "symbols": ["N", "C", "N", "O", "C", "C", "H", "H", "H", "H"], "positions_angstrom": [[-2.065268, -0.561624, -0.090038], [-0.829555, -1.085076, 0.066958], [0.179401, -1.647929, 0.123786], [1.292862, -2.156193, 0.201518], [1.841650, 0.890606, 0.042404], [1.191080, 1.898909, -0.063323], [-2.404002, -0.030018, 0.702008], [-2.188260, -0.062402, -0.960994], [2.348478, -0.051586, 0.133866], [0.633613, 2.805311, -0.156182]], "forces_ev_per_angstrom": [[0.0, 0.1, 0.0], [0.9, -0.5, 0.1], [-1.0, 0.5, -0.1], [0.0, 0.0, 0.0], [-0.4, 0.5, -0.1], [0.4, -0.5, 0.1], [0.1, -0.1, -0.1], [0.0, 0.0, 0.0], [-0.1, 0.2, 0.0], [0.1, -0.1, 0.0]], "lowdin_charge": [0.103, -0.120, -0.120, -0.062, -0.012, -0.010, 0.098, 0.098, 0.015, 0.010]}

***

Entry 4:
{"formula": "C3H4N2O", "method": "ωB97M-V/def2-TZVPD", "homo_lumo_gap_ev": 9.17, "de_lowest_kj_mol": 286.8, "multiplicity": 1, "symbols": ["C", "C", "C", "H", "H", "H", "H", "N", "N", "O"], "positions_angstrom": [[-0.507360, -0.082361, 0.584268], [0.962271, -0.216555, 0.722831], [-0.589695, 0.396183, -0.764956], [-2.443385, -0.189054, 0.967970], [1.421491, -0.619856, 1.593449], [0.921265, 0.405488, -2.294331], [-1.156271, 1.163077, -1.419539], [1.576653, -0.105838, -0.475501], [0.589533, 0.327424, -1.289424], [-1.637214, -0.361795, 1.281758]], "forces_ev_per_angstrom": [[0.8, 1.6, -3.8], [-3.0, -1.3, -0.6], [-2.6, 1.7, 0.2], [-4.3, 1.5, -2.7], [0.6, -0.1, 0.3], [-1.2, 0.2, 1.9], [-0.5, -2.0, 1.7], [-1.3, 0.7, 1.3], [5.5, -0.9, -2.5], [5.9, -1.5, 4.3]], "lowdin_charge": [-0.246, -0.085, -0.110, 0.034, 0.087, 0.186, 0.155, 0.016, -0.110, 0.073]}

***

Entry 5:
{"formula": "C3H4N2O", "method": "ωB97M-V/def2-TZVPD", "homo_lumo_gap_ev": 11.78, "de_lowest_kj_mol": 140.1, "multiplicity": 1, "symbols": ["N", "C", "O", "C", "C", "N", "H", "H", "H", "H"], "positions_angstrom": [[-0.845380, 0.302755, -1.622422], [-0.978058, 0.880534, -0.507590], [-0.344743, 0.467861, 0.605457], [0.503851, -0.658265, 0.426331], [1.443775, -0.694682, 1.552626], [2.207693, -0.740875, 2.418182], [-1.388248, 0.775213, -2.339933], [-1.584318, 1.757840, -0.270461], [1.049711, -0.581545, -0.518632], [-0.087064, -1.580074, 0.398118]], "forces_ev_per_angstrom": [[-0.1, 0.2, 0.3], [0.0, 0.0, -0.3], [0.0, 0.1, 0.0], [0.1, -0.2, -0.1], [0.7, -0.1, 0.7], [-0.8, 0.0, -0.8], [0.0, -0.1, 0.1], [0.1, -0.1, -0.1], [0.0, 0.0, 0.1], [0.1, 0.1, 0.0]], "lowdin_charge": [0.114, -0.305, -0.060, -0.187, -0.169, 0.154, 0.058, 0.137, 0.121, 0.137]}

***

Entry 6:
{"formula": "C3H4N2O", "method": "ωB97M-V/def2-TZVPD", "homo_lumo_gap_ev": 9.55, "de_lowest_kj_mol": 261.1, "multiplicity": 1, "symbols": ["C", "C", "C", "H", "H", "H", "H", "N", "N", "O"], "positions_angstrom": [[-0.146230, 0.923443, 0.071221], [-1.414946, 0.410934, -0.044857], [-0.165195, -1.248542, 0.005558], [2.285279, 0.629308, -0.064468], [0.234967, 1.886905, -0.037219], [-2.286900, 1.043111, -0.067687], [0.263749, -2.234086, 0.041095], [0.641818, -0.176599, 0.145225], [-1.413470, -0.948503, 0.006991], [2.000924, -0.285969, -0.055857]], "forces_ev_per_angstrom": [[-0.8, -0.9, -0.4], [-0.1, 1.3, 0.7], [1.7, -1.5, 1.0], [0.4, 0.3, 0.0], [0.5, 1.3, 0.1], [-0.3, -0.3, 0.0], [0.0, -0.2, -0.1], [-0.4, -0.7, -0.7], [-1.1, 0.5, -0.7], [0.0, 0.1, 0.2]], "lowdin_charge": [-0.064, -0.161, -0.189, 0.107, 0.097, 0.095, 0.130, -0.151, 0.068, 0.068]}

***

Entry 7:
{"formula": "C3H4N2O", "method": "ωB97M-V/def2-TZVPD", "homo_lumo_gap_ev": 9.74, "de_lowest_kj_mol": 421.2, "multiplicity": 1, "symbols": ["C", "C", "C", "N", "N", "O", "H", "H", "H", "H"], "positions_angstrom": [[0.334506, -0.576536, -1.677221], [0.043998, -0.269534, -0.390237], [0.988308, 0.579710, -1.162598], [-0.464983, 0.181722, 1.829936], [-0.729330, -0.574970, 0.622839], [1.669744, 1.555494, -1.155322], [0.330008, -1.405715, -2.509799], [-1.102830, 1.035858, 2.122705], [0.312772, 0.794978, 1.587755], [-1.382193, -1.321007, 0.731942]], "forces_ev_per_angstrom": [[1.5, -1.2, -1.8], [-0.6, -0.1, -1.3], [-1.6, -1.8, 0.3], [-0.5, 2.1, 1.3], [0.1, 2.2, 1.7], [0.7, 0.7, -0.2], [-0.3, 1.9, 1.8], [0.1, -2.6, -1.5], [0.6, -0.8, -0.1], [0.0, -0.5, -0.2]], "lowdin_charge": [0.091, -0.211, -0.390, 0.001, -0.015, 0.059, 0.135, 0.125, 0.066, 0.139]}

***

Entry 8:
{"formula": "C3H4N2O", "method": "ωB97M-V/def2-TZVPD", "homo_lumo_gap_ev": 10.62, "de_lowest_kj_mol": 243.2, "multiplicity": 1, "symbols": ["O", "C", "C", "N", "C", "N", "H", "H", "H", "H"], "positions_angstrom": [[-0.581288, -2.270314, 0.699401], [0.038193, -1.251962, 0.649118], [1.307687, -0.506535, 0.519375], [-0.057504, 0.105556, 0.609177], [-0.657970, 0.945443, -0.339538], [-1.654814, 0.564937, -1.015850], [1.972807, -0.310765, 1.357142], [1.776626, -0.520650, -0.465894], [-0.174280, 1.927118, -0.386263], [-1.969457, 1.317173, -1.626668]], "forces_ev_per_angstrom": [[0.4, 0.6, 0.0], [-0.3, -0.4, 0.0], [0.3, -0.1, 0.0], [-0.3, 0.0, 0.0], [-0.2, -0.1, -0.2], [0.3, 0.2, 0.2], [-0.1, 0.0, -0.1], [-0.1, 0.0, 0.1], [0.0, -0.1, -0.1], [0.0, -0.1, 0.1]], "lowdin_charge": [0.138, -0.427, 0.013, 0.023, -0.261, 0.126, 0.102, 0.112, 0.124, 0.050]}

***

Entry 9:
{"formula": "C3H4N2O", "method": "ωB97M-V/def2-TZVPD", "homo_lumo_gap_ev": 7.80, "de_lowest_kj_mol": 407.3, "multiplicity": 1, "symbols": ["C", "C", "N", "C", "O", "N", "H", "H", "H", "H"], "positions_angstrom": [[0.097290, -0.825168, 0.784821], [0.810385, 0.391441, 0.887427], [-0.306067, 0.942169, -0.663531], [-0.370612, -0.563414, -0.847845], [1.695061, 1.063536, 1.209161], [-0.606320, -1.288165, -1.763533], [0.105802, 1.393682, -1.478043], [-1.213564, 1.372293, -0.483790], [0.661785, -1.707563, 1.078238], [-0.873761, -0.778810, 1.277096]], "forces_ev_per_angstrom": [[-0.2, -0.3, -0.2], [0.5, 0.6, -0.1], [0.2, 0.0, 0.3], [0.0, -0.1, 0.0], [-0.7, -0.4, -0.3], [0.1, 0.2, 0.3], [0.0, -0.1, 0.0], [0.1, -0.1, 0.0], [0.0, 0.1, 0.0], [0.1, 0.1, 0.0]], "lowdin_charge": [-0.055, -0.203, 0.087, -0.563, 0.217, 0.059, 0.111, 0.109, 0.118, 0.120]}

***

Entry 10:
{"formula": "C3H4N2O", "method": "ωB97M-V/def2-TZVPD", "homo_lumo_gap_ev": 11.68, "de_lowest_kj_mol": 538.5, "multiplicity": 1, "symbols": ["O", "C", "N", "C", "C", "N", "H", "H", "H", "H"], "positions_angstrom": [[-0.161517, -2.027953, 1.294944], [-0.414387, -0.729286, 1.218279], [-1.256892, 0.174837, 1.391064], [0.148095, 1.372650, -1.150708], [0.944058, 1.062702, -1.999654], [0.880350, -0.993116, 0.814948], [-2.128608, -0.190157, 1.768186], [-0.550529, 1.601301, -0.368681], [1.651405, 0.818067, -2.761652], [0.888026, -1.089045, -0.206725]], "forces_ev_per_angstrom": [[-0.2, -0.1, 0.1], [-0.2, 0.2, 0.0], [0.2, -0.4, 0.0], [0.4, -0.1, -0.4], [-0.4, 0.2, 0.4], [0.1, 0.2, -0.1], [0.0, 0.0, 0.0], [0.2, 0.0, -0.2], [-0.1, 0.0, 0.1], [0.0, 0.0, 0.1]], "lowdin_charge": [0.071, -0.585, 0.162, -0.015, -0.003, 0.184, 0.072, 0.006, 0.019, 0.090]}

***

Q: What is the multiplicity in the eighth record?
A: 1

***

Q: What is the formula in the eighth record?
A: C3H4N2O